Record 1
The following is a DFT calculation (ωB97M-V/def2-TZVPD) of a cluster of 2 separate species, C7H10N4 in total.

Calculated values
* frontier orbital gap: 0.319 hartree
* relative energy (zero: lowest compared OMol25 entry of this formula, charge and spin): 0.000 eV
* SMILES: Cc1cnc[nH]1.c1c[nH]cn1

Each line ends with the natural charge from an NBO analysis.
Positions of all 21 atoms, in Å:
C1 -6.14666 -1.99515 -1.09143  -0.643
C2 -5.09932 -0.96844 -0.81914  0.098
C3 -3.72901 -1.04919 -0.67380  -0.100
N1 -3.17598 0.18617 -0.42735  -0.503
C4 -4.20015 1.02268 -0.42100  0.172
N2 -5.37673 0.36921 -0.65286  -0.518
H1 -5.65882 -2.98030 -1.18140  0.238
H2 -6.68080 -1.77985 -2.03215  0.223
H3 -6.88286 -2.04070 -0.27135  0.222
H4 -3.11354 -1.94665 -0.73607  0.214
H5 -4.15033 2.09894 -0.25586  0.204
H6 -6.30410 0.79896 -0.69566  0.422
C5 1.84834 0.06465 0.66051  -0.109
C6 0.52403 0.05670 1.04170  -0.123
N3 -0.18008 0.26661 -0.11776  -0.538
C7 0.72140 0.39084 -1.13303  0.148
N4 1.96414 0.27291 -0.69309  -0.472
H7 2.72549 -0.06930 1.29358  0.203
H8 0.03306 -0.07562 2.00583  0.215
H9 -1.19796 0.32023 -0.20470  0.455
H10 0.41997 0.56506 -2.16594  0.193

Record 2
The following is a DFT calculation (ωB97M-V/def2-TZVPD) of a cluster of 2 separate species, C5H12O3 in total in a non-equilibrium geometry.

Calculated values
* frontier orbital gap: 0.370 hartree
* relative energy (zero: lowest compared OMol25 entry of this formula, charge and spin): 2.263 eV
* SMILES: CC(O)(O)O.C=CC

Each line ends with the natural charge from an NBO analysis.
Positions of all 20 atoms, in Å:
C1 -1.49356 1.02781 -0.52920  -0.678
C2 -0.46302 1.93522 0.07846  0.806
O1 0.79564 1.86045 -0.37271  -0.762
O2 -0.00071 1.24178 1.55396  -0.886
O3 -0.94142 3.19368 0.25845  -0.690
H1 -2.45189 1.16360 -0.03437  0.227
H2 -1.16497 -0.00455 -0.45494  0.248
H3 -1.59024 1.29594 -1.58166  0.231
H4 1.12139 1.50911 0.61455  0.533
H5 -0.45563 1.65126 2.29900  0.481
H6 -0.18961 3.77955 0.42994  0.491
C3 -0.32908 -2.89394 0.00290  -0.419
C4 0.55997 -1.93823 0.23893  -0.169
C5 1.66104 -1.54185 -0.69278  -0.659
H7 -0.30093 -3.48762 -0.90336  0.187
H8 -1.10408 -3.13977 0.71565  0.196
H9 0.49497 -1.36161 1.15596  0.207
H10 2.63165 -1.62865 -0.19802  0.215
H11 1.54850 -0.49709 -0.99304  0.233
H12 1.67198 -2.16507 -1.58772  0.208

Record 3
The following is a DFT calculation (ωB97M-V/def2-TZVPD) of a structure of composition C25H3Cl3F15GeN3O4STi in a non-equilibrium geometry.

Calculated values
* frontier orbital gap: 0.209 hartree
* relative energy (zero: lowest compared OMol25 entry of this formula, charge and spin): 1.057 eV
* total charge: +2

Each line ends with the natural charge from an NBO analysis.
Positions of all 56 atoms, in Å:
Ti1 -1.56632 0.24376 -0.58999  1.490
O1 -3.21067 2.52886 5.13483  -0.625
C1 -3.15137 2.73435 3.81315  0.771
O2 -3.11388 3.82418 3.34170  -0.480
C2 -3.10441 1.52877 2.91625  -0.204
C3 -3.28838 0.17821 3.18980  0.074
N1 -3.05169 -0.51442 2.07623  -0.270
N2 -2.72821 0.29550 1.06164  -0.353
C4 -2.77058 1.55036 1.56843  0.134
C5 -2.30409 2.60704 0.60282  0.750
O3 -2.60432 3.73323 0.54220  -0.360
O4 -1.43618 1.96686 -0.29467  -0.689
H1 -3.22723 1.60737 5.41368  0.488
H2 -3.57294 -0.33025 4.10197  0.265
H3 -3.10750 -1.51145 1.94433  0.454
F1 3.27415 -0.39016 2.01106  -0.303
C6 3.29301 -1.66364 1.61724  0.426
C7 2.55737 -2.08396 0.51590  -0.611
C8 2.59123 -3.43178 0.17984  0.368
F2 1.84722 -3.85803 -0.85006  -0.293
C9 3.34840 -4.33671 0.88247  0.277
F3 3.37075 -5.61748 0.55496  -0.256
C10 4.09155 -3.88232 1.95861  0.342
F4 4.82793 -4.73041 2.64101  -0.246
C11 4.06389 -2.55185 2.33361  0.263
F5 4.76845 -2.14742 3.37747  -0.258
Ge1 1.34971 -0.98606 -0.48196  1.470
S1 -0.72999 -1.77996 -0.04340  -0.375
C12 1.41847 -0.92705 -2.42104  -0.597
C13 2.46343 -1.45170 -3.16448  0.435
F6 3.42839 -2.13743 -2.56187  -0.281
C14 2.55419 -1.24855 -4.52897  0.290
F7 3.55521 -1.75376 -5.21718  -0.245
C15 1.59180 -0.49507 -5.17834  0.331
F8 1.67714 -0.29146 -6.47281  -0.241
C16 0.53502 0.05071 -4.46930  0.278
F9 -0.39454 0.77490 -5.07081  -0.259
C17 0.49421 -0.19453 -3.12273  0.374
F10 -0.59147 0.39924 -2.43136  -0.324
C18 1.49252 0.89222 0.06128  -0.634
C19 0.84555 1.38041 1.19063  0.403
F11 -0.05917 0.60212 1.82178  -0.324
C20 1.01802 2.65034 1.67389  0.245
F12 0.33532 3.07178 2.73119  -0.268
C21 1.89983 3.49376 1.01923  0.359
F13 2.08356 4.71550 1.45885  -0.239
C22 2.57362 3.05768 -0.10846  0.268
F14 3.40740 3.87098 -0.72952  -0.250
C23 2.36485 1.77834 -0.57482  0.432
F15 3.05219 1.40258 -1.65189  -0.290
Cl1 -6.33028 0.42906 -3.40591  0.196
C24 -5.78743 -0.46362 -2.04713  -0.281
Cl2 -6.15568 -2.16644 -2.15559  0.162
Cl3 -6.39461 0.23037 -0.51771  0.112
C25 -4.31217 -0.36149 -1.90093  0.567
N3 -3.18126 -0.29151 -1.74518  -0.468

Record 4
The following is a DFT calculation (ωB97M-V/def2-TZVPD) of a cluster of 2 separate species, C2H7NO3 in total in a non-equilibrium geometry.

Calculated values
* frontier orbital gap: 0.390 hartree
* relative energy (zero: lowest compared OMol25 entry of this formula, charge and spin): 1.750 eV
* SMILES: NCOC=O.O

Each line ends with the natural charge from an NBO analysis.
Positions of all 13 atoms, in Å:
N1 0.41063 -1.68500 -1.26394  -0.822
C1 0.41383 -0.25579 -0.86815  0.071
O1 1.40868 0.03628 0.13185  -0.506
C2 1.39644 1.37727 0.42235  0.639
O2 2.06535 1.89323 1.31504  -0.546
H1 -0.54564 -2.04322 -1.36347  0.371
H2 0.85371 -1.79766 -2.18246  0.366
H3 0.70926 0.51287 -1.60797  0.155
H4 -0.59195 0.01017 -0.48984  0.177
H5 0.57114 1.88754 -0.11259  0.095
O3 -1.83623 0.01794 1.93234  -0.943
H6 -2.34078 -0.57518 2.53392  0.477
H7 -2.51443 0.62156 1.55294  0.469

- What is the formula in the fourth record?
  C2H7NO3